1.
{
  "formula": "C7H18O4",
  "method": "wB97M-V/def2-TZVPD",
  "energy_ha": -578.4176,
  "homo_energy_ev": -8.871,
  "lumo_ev": 0.5,
  "smiles": "CC/C=C/C=C(/C)O.O.O.O",
  "homo_lumo_gap_ev": 9.361,
  "relative_energy_ev": 0.833,
  "elements": ["C", "C", "C", "C", "C", "C", "C", "O", "H", "H", "H", "H", "H", "H", "H", "H", "H", "H", "H", "H", "O", "H", "H", "O", "H", "H", "O", "H", "H"],
  "coordinates": [[-3.782, 1.059, -0.339], [-2.644, 1.999, -0.780], [-1.335, 1.562, -0.107], [-0.161, 2.153, -0.388], [1.084, 1.632, 0.221], [1.915, 0.824, -0.422], [3.187, 0.224, 0.103], [1.789, 0.426, -1.714], [-4.604, 1.231, -1.034], [-4.123, 1.348, 0.654], [-3.465, 0.024, -0.364], [-2.489, 1.987, -1.859], [-2.769, 3.050, -0.518], [-1.332, 0.836, 0.696], [-0.147, 3.002, -1.068], [1.190, 1.748, 1.295], [3.249, 0.166, 1.188], [4.100, 0.688, -0.240], [3.244, -0.826, -0.171], [1.036, 0.820, -2.156], [1.732, -2.873, 0.155], [1.085, -2.579, -0.487], [2.300, -2.087, 0.225], [-2.159, -3.724, 0.593], [-1.927, -4.124, 1.425], [-2.645, -2.912, 0.744], [0.761, -1.046, 2.082], [0.287, -0.464, 1.465], [0.729, -1.905, 1.598]]
}


2.
{
  "formula": "C7H19Ag2FO6P",
  "method": "wB97M-V/def2-TZVPD",
  "energy_ha": -1464.3528,
  "homo_energy_ev": -12.225,
  "lumo_ev": -5.5,
  "homo_lumo_gap_ev": 6.691,
  "relative_energy_ev": 3.541,
  "charge": 1,
  "elements": ["Ag", "Ag", "F", "C", "O", "P", "O", "O", "C", "O", "C", "H", "H", "H", "H", "H", "H", "H", "H", "H", "C", "O", "C", "C", "O", "C", "H", "H", "H", "H", "H", "H", "H", "H", "H", "H"],
  "coordinates": [[-1.085, 1.344, 1.262], [-4.208, -3.796, 2.409], [-2.787, -1.449, 0.991], [1.068, -3.014, 3.261], [2.266, -3.041, 2.540], [2.469, -2.187, 1.156], [1.800, -0.846, 1.204], [4.111, -2.183, 1.087], [4.929, -3.376, 1.244], [2.035, -3.251, -0.057], [0.860, -3.050, -0.805], [1.275, -2.924, 4.328], [0.467, -3.912, 3.122], [0.461, -2.151, 2.989], [4.487, -4.182, 0.660], [5.087, -3.628, 2.293], [5.887, -3.169, 0.765], [0.120, -3.830, -0.625], [1.027, -2.966, -1.879], [0.491, -2.050, -0.581], [0.467, 2.554, -2.359], [-0.776, 2.259, -1.759], [-1.957, 2.852, -2.321], [-3.208, 2.739, -1.431], [-3.011, 3.445, -0.216], [-3.225, 4.862, -0.332], [0.740, 3.597, -2.199], [0.435, 2.367, -3.432], [1.270, 2.031, -1.840], [-2.281, 2.579, -3.325], [-1.676, 3.904, -2.358], [-3.418, 1.721, -1.101], [-4.179, 3.073, -1.798], [-4.189, 5.033, -0.810], [-2.375, 5.395, -0.758], [-3.379, 5.249, 0.675]]
}


3.
{
  "formula": "C7H19Ba2F3O6",
  "method": "wB97M-V/def2-TZVPD",
  "energy_ha": -1079.0436,
  "homo_energy_ev": -14.843,
  "lumo_ev": -7.6,
  "homo_lumo_gap_ev": 7.240,
  "relative_energy_ev": 13.893,
  "charge": 2,
  "elements": ["Ba", "Ba", "O", "H", "C", "O", "O", "C", "F", "F", "F", "C", "C", "H", "H", "H", "H", "H", "H", "C", "O", "H", "H", "H", "H", "C", "O", "H", "H", "H", "H", "C", "O", "H", "H", "H", "H"],
  "coordinates": [[1.915, 2.389, -1.683], [2.358, -0.228, 0.085], [1.041, 1.330, -0.183], [0.428, 0.633, -0.489], [1.425, -3.020, 0.234], [0.804, -1.718, 0.158], [2.808, -2.588, 0.392], [0.820, -4.194, 1.129], [-0.260, -4.755, 0.568], [1.611, -5.218, 1.414], [0.449, -3.692, 2.362], [-0.555, -1.554, -0.295], [-0.928, -0.028, -0.282], [-0.386, 0.286, -1.174], [-1.995, 0.163, -0.396], [-0.505, 0.529, 0.553], [-1.247, -2.085, 0.359], [-0.914, -1.943, -1.249], [1.238, -3.339, -0.792], [0.474, 0.576, 2.396], [1.394, -0.429, 1.978], [0.562, 0.981, 3.404], [0.479, 1.418, 1.703], [-0.559, 0.229, 2.422], [1.577, -1.099, 2.640], [-1.498, 2.247, 0.349], [-0.168, 2.576, 0.682], [-2.175, 3.036, 0.023], [-1.615, 1.634, -0.545], [-1.989, 1.753, 1.188], [0.404, 1.883, 0.344], [-0.912, 2.500, -3.243], [-0.118, 2.200, -2.063], [-1.565, 1.651, -3.446], [-1.469, 3.414, -3.040], [-0.321, 2.700, -4.137], [-0.609, 1.762, -1.364]]
}


4.
{
  "formula": "C7H19HgInNO",
  "method": "wB97M-V/def2-TZVPD",
  "energy_ha": -751.1942,
  "homo_energy_ev": -11.083,
  "lumo_ev": -8.0,
  "homo_lumo_gap_ev": 3.044,
  "charge": 1,
  "elements": ["C", "C", "C", "C", "O", "In", "C", "C", "C", "N", "H", "H", "H", "H", "H", "H", "H", "H", "H", "H", "H", "H", "H", "H", "H", "H", "H", "H", "H", "Hg"],
  "coordinates": [[2.795, 1.551, 0.576], [3.307, 0.318, -0.155], [2.498, -0.947, 0.155], [1.745, -1.485, -1.036], [0.676, -0.684, -1.507], [-0.827, -0.185, -0.264], [-2.393, 0.879, -1.489], [-2.990, 1.903, -0.595], [-2.143, -1.932, 0.506], [-3.374, -1.452, 0.815], [3.382, 2.415, 0.291], [1.751, 1.721, 0.355], [2.918, 1.407, 1.656], [4.323, 0.160, 0.185], [3.350, 0.515, -1.220], [3.210, -1.720, 0.426], [1.876, -0.802, 1.036], [2.466, -1.553, -1.845], [1.417, -2.510, -0.859], [-0.235, 0.658, 1.143], [-1.896, 1.300, -2.354], [-3.090, 0.112, -1.798], [-2.239, 2.557, -0.163], [-3.584, 1.452, 0.191], [-3.637, 2.522, -1.219], [-2.237, -2.674, -0.273], [-1.605, -2.264, 1.392], [-4.136, -2.120, 0.738], [-3.402, -0.989, 1.716], [2.075, 1.849, 3.598]]
}


5.
{
  "formula": "C7H19N2O2Sb",
  "method": "wB97M-V/def2-TZVPD",
  "energy_ha": -778.1493,
  "homo_energy_ev": 1.120,
  "lumo_ev": 5.6,
  "homo_lumo_gap_ev": 4.456,
  "charge": -2,
  "elements": ["N", "C", "C", "C", "C", "C", "Sb", "C", "N", "C", "O", "O", "H", "H", "H", "H", "H", "H", "H", "H", "H", "H", "H", "H", "H", "H", "H", "H", "H", "H", "H"],
  "coordinates": [[-3.348, -0.435, 1.891], [-2.291, -1.056, 1.031], [-2.413, -0.637, -0.416], [-1.863, 0.757, -0.814], [-1.052, 1.571, 0.214], [0.279, 2.053, -0.365], [1.843, 0.456, -0.414], [3.339, -1.169, -0.083], [3.488, -1.470, 1.365], [1.465, -0.096, -2.567], [0.834, 0.715, -3.282], [1.889, -1.225, -2.887], [-3.561, -1.091, 2.633], [-2.939, 0.360, 2.371], [-2.404, -2.139, 1.097], [-1.303, -0.834, 1.421], [-3.480, -0.672, -0.650], [-1.944, -1.396, -1.041], [-2.711, 1.364, -1.135], [-1.238, 0.639, -1.698], [-0.859, 1.027, 1.139], [-1.638, 2.458, 0.484], [0.139, 2.426, -1.378], [0.682, 2.856, 0.260], [0.607, -0.750, 0.115], [2.144, 0.897, 1.331], [3.106, 1.655, -0.906], [4.303, -0.920, -0.523], [2.888, -2.007, -0.607], [2.814, -0.907, 1.887], [3.223, -2.432, 1.526]]
}


6.
{
  "formula": "C7H19N2OSi",
  "method": "wB97M-V/def2-TZVPD",
  "energy_ha": -752.0285,
  "homo_energy_ev": -12.223,
  "lumo_ev": -3.3,
  "smiles": "CC(C)(C)O[Si]1([C@@H](N)[NH3+])CC1",
  "homo_lumo_gap_ev": 8.881,
  "relative_energy_ev": 0.698,
  "charge": 1,
  "elements": ["C", "C", "C", "C", "O", "Si", "C", "N", "N", "C", "C", "H", "H", "H", "H", "H", "H", "H", "H", "H", "H", "H", "H", "H", "H", "H", "H", "H", "H", "H"],
  "coordinates": [[1.731, -1.158, -0.805], [0.297, -1.509, -0.554], [0.262, -2.678, 0.379], [-0.488, -1.885, -1.805], [-0.295, -0.320, 0.140], [0.188, 1.018, 0.860], [-1.363, 2.112, -0.224], [-0.875, 2.438, -1.554], [-2.516, 1.131, -0.250], [1.597, 1.767, 1.883], [0.452, 1.175, 2.715], [1.832, -0.025, -1.102], [2.408, -1.359, 0.079], [2.113, -1.854, -1.646], [0.773, -3.586, -0.153], [-0.713, -3.164, 0.456], [0.745, -2.713, 1.284], [-0.282, -2.852, -2.292], [-1.513, -2.012, -1.571], [-0.554, -1.025, -2.441], [-1.827, 3.096, 0.168], [-0.764, 1.627, -2.053], [-1.744, 2.785, -2.062], [-2.278, 0.299, -0.926], [-3.274, 1.631, -0.841], [-2.717, 0.819, 0.674], [1.521, 2.823, 2.052], [2.605, 1.363, 1.858], [0.773, 0.327, 3.377], [-0.004, 1.981, 3.338]]
}